[1]
Molecular formula: C6H7FNO4PS2
Method: DFT, ωB97M-V/def2-TZVPD

Positions of all 22 atoms, in Å:
O -3.583 -0.832 -0.670
S -3.216 0.155 0.283
O -3.591 0.025 1.645
P -3.709 2.148 -0.474
N -1.146 0.372 0.229
F -1.116 1.241 -0.867
S -0.638 -1.182 -0.173
O -0.910 -1.481 -1.541
O -1.201 -1.966 0.874
C 1.094 -0.818 0.059
C 1.854 -0.519 -1.055
C 3.112 0.033 -0.881
C 3.581 0.293 0.398
C 2.809 -0.017 1.507
C 1.550 -0.572 1.339
H -3.633 1.651 -1.764
H -5.049 1.761 -0.339
H 1.441 -0.713 -2.032
H 3.717 0.282 -1.741
H 4.549 0.750 0.529
H 3.176 0.195 2.500
H 0.909 -0.803 2.174

* total energy: -49687.3444 eV
* SMILES string: O=S(=O)(P)N(F)S(=O)(=O)c1ccccc1
* energy above the lowest of the compared OMol25 structures with the same formula, charge and spin: 0.0 kJ/mol
* E_HOMO: -9.99 eV
* gap between HOMO and LUMO: 9.23 eV
* charge: 0
* max |F|: 3.655 eV/A

[2]
Molecular formula: C6H7GaO6
Method: DFT, ωB97M-V/def2-TZVPD

Positions of all 20 atoms, in Å:
O 0.107 0.205 1.569
O -1.820 -0.741 0.743
C -2.646 0.379 0.478
C -1.981 0.989 -0.749
O -0.600 0.713 -0.529
C -0.488 -0.372 0.539
H -3.666 0.027 0.293
H -2.647 1.075 1.331
H -2.138 2.069 -0.838
H -2.307 0.489 -1.673
Ga 0.853 1.510 0.485
O 2.883 1.876 0.324
O 2.301 -0.130 -0.160
C 1.697 -1.301 -0.416
C 0.275 -1.555 -0.081
O 4.486 0.302 -0.098
C 3.366 0.748 -0.007
H 2.392 -2.006 -0.872
H -0.283 -1.886 -0.972
H 0.217 -2.391 0.631

* total energy: -70986.0715 eV
* expectation value of S²: 0.752
* energy above the lowest of the compared OMol25 structures with the same formula, charge and spin: 0.0 kJ/mol
* E_HOMO (spin up / spin down): -12.07 / -15.15 eV
* 2S+1: 2
* gap between HOMO and LUMO (spin up / spin down): 4.96 / 8.05 eV
* charge: +1
* max |F|: 9.648 eV/A

[3]
Molecular formula: C6H7IO2
Method: DFT, ωB97M-V/def2-TZVPD

Positions of all 16 atoms, in Å:
O -2.420 1.302 -0.546
C -1.382 0.954 -0.044
O -1.361 0.198 1.084
C 0.007 -0.408 1.100
I 0.519 -1.544 2.848
C 0.043 -1.312 -0.146
C 0.140 -0.353 -1.307
C -0.019 1.019 -0.526
C 0.845 0.797 0.705
H -0.880 -1.839 -0.255
H 1.032 -2.009 -0.050
H 1.074 -0.246 -1.653
H -0.444 -0.671 -2.039
H 0.298 1.912 -1.040
H 1.851 0.598 0.443
H 0.698 1.602 1.426

* total energy: -18530.0921 eV
* SMILES string: O=C1O[C@@]2(I)CC[C@@H]1C2
* energy above the lowest of the compared OMol25 structures with the same formula, charge and spin: 0.0 kJ/mol
* E_HOMO: -9.88 eV
* gap between HOMO and LUMO: 10.15 eV
* charge: 0
* max |F|: 5.139 eV/A

Q: The lowest total energy belongs to which entry?
A: C6H7GaO6